{
  "formula": "C9H8N2",
  "method": "ωB97M-V/def2-TZVPD",
  "symbols": ["C", "C", "N", "C", "C", "C", "C", "C", "C", "C", "N", "H", "H", "H", "H", "H", "H", "H", "H"],
  "positions_angstrom": [[3.24, -0.55, 0.18], [1.91, -0.14, -0.04], [1.75, 1.28, -0.06], [0.52, 1.65, -0.18], [-0.57, 0.78, -0.24], [-1.95, 1.30, -0.04], [-2.89, 0.30, 0.17], [-2.52, -1.02, -0.08], [-1.28, -1.43, -0.12], [-0.18, -0.62, -0.15], [1.01, -1.05, -0.19], [3.85, -0.15, -0.64], [3.87, -0.33, 1.12], [3.40, -1.52, -0.11], [0.21, 2.77, -0.13], [-1.86, 2.39, 0.00], [-4.05, 0.63, 0.70], [-3.36, -1.69, -0.05], [-1.08, -2.60, -0.14]],
  "mulliken_charge": [-1.1880, 0.5845, -0.5696, -0.1748, 0.7572, -0.5159, -0.3694, -0.3201, -0.1474, 0.3428, -0.5689, 0.3009, 0.2351, 0.4380, 0.1559, 0.2673, 0.1695, 0.3785, 0.2244],
  "largest_force_ev_per_a": 7.43,
  "e_homo_ev": -9.00,
  "de_lowest_kcal_mol": 62.5,
  "multiplicity": 1,
  "orbital_gap_ev": 9.3,
  "smiles": "Cc1ncc2ccccc2n1"
}

{
  "formula": "C10H16O",
  "method": "ωB97M-V/def2-TZVPD",
  "symbols": ["C", "C", "C", "C", "C", "O", "C", "C", "H", "H", "H", "H", "H", "H", "H", "H", "C", "C", "C", "H", "H", "H", "H", "H", "H", "H", "H"],
  "positions_angstrom": [[-0.88, 2.66, 0.83], [-1.25, 1.26, 1.15], [-2.22, 0.65, 0.29], [-2.65, -0.62, 0.52], [-2.22, -1.43, 1.62], [-2.53, -2.75, 1.49], [-1.23, -0.89, 2.38], [-0.77, 0.43, 2.13], [0.07, 2.65, 0.32], [-0.78, 3.23, 1.77], [-1.57, 3.23, 0.25], [-2.50, 1.09, -0.67], [-3.22, -1.29, -0.10], [-2.82, -3.16, 2.31], [-0.65, -1.47, 3.10], [0.05, 0.71, 2.78], [1.21, -1.11, -1.71], [2.24, -0.23, -2.46], [3.35, 0.24, -1.50], [1.64, -1.73, -0.91], [0.54, -0.44, -1.18], [0.71, -1.84, -2.32], [1.67, 0.62, -2.88], [2.67, -0.71, -3.36], [3.19, 1.24, -1.16], [4.31, 0.11, -2.03], [3.64, -0.44, -0.68]],
  "mulliken_charge": [-1.3275, 0.4901, -0.4293, -0.5224, 0.3387, -0.5087, -0.3805, -0.3314, 0.2463, 0.3467, 0.3821, 0.2870, 0.3536, 0.3421, 0.3429, 0.3554, -0.8796, -0.2317, -1.0792, 0.3205, 0.0639, 0.3548, 0.2604, 0.3043, 0.2620, 0.3114, 0.3281],
  "largest_force_ev_per_a": 2.86,
  "e_homo_ev": -8.59,
  "de_lowest_kcal_mol": 43.3,
  "multiplicity": 1,
  "orbital_gap_ev": 9.5,
  "smiles": "Cc1ccc(O)cc1.CCC"
}

{
  "formula": "C4H9NO2",
  "method": "ωB97M-V/def2-TZVPD",
  "symbols": ["C", "C", "N", "C", "O", "H", "H", "H", "H", "H", "C", "O", "H", "H", "H", "H"],
  "positions_angstrom": [[0.76, -1.91, 1.07], [1.00, -0.55, 1.72], [0.50, 0.50, 0.85], [-0.67, 0.85, 0.78], [-1.78, 1.19, 0.68], [1.25, -1.96, 0.10], [1.15, -2.72, 1.70], [-0.31, -2.08, 0.92], [0.50, -0.48, 2.69], [2.06, -0.37, 1.87], [-0.95, 1.37, -2.32], [0.19, 1.67, -1.55], [-1.01, 2.13, -3.10], [-0.89, 0.38, -2.80], [-1.87, 1.41, -1.73], [0.56, 0.88, -1.13]],
  "mulliken_charge": [-1.0134, -0.4161, -0.5190, 0.8909, -0.4753, 0.2796, 0.3514, 0.2952, 0.3415, 0.2753, -0.5269, -0.5279, 0.2179, 0.2450, 0.2327, 0.3492],
  "largest_force_ev_per_a": 0.75,
  "e_homo_ev": -9.99,
  "de_lowest_kcal_mol": 40.1,
  "multiplicity": 1,
  "orbital_gap_ev": 10.7,
  "smiles": "CCN=C=O.CO"
}

{
  "formula": "C33H42Cl39F3IN2O5P2S",
  "method": "ωB97M-V/def2-TZVPD",
  "symbols": ["C", "C", "C", "I", "C", "C", "C", "O", "C", "C", "F", "F", "F", "S", "C", "C", "O", "N", "O", "N", "P", "O", "C", "C", "C", "C", "C", "C", "C", "C", "C", "P", "C", "O", "H", "H", "H", "H", "H", "H", "H", "H", "H", "H", "H", "H", "H", "H", "H", "H", "H", "H", "H", "H", "H", "H", "H", "H", "H", "H", "H", "H", "H", "C", "Cl", "Cl", "Cl", "H", "C", "Cl", "Cl", "Cl", "H", "C", "Cl", "Cl", "Cl", "H", "C", "Cl", "Cl", "Cl", "H", "C", "Cl", "Cl", "Cl", "H", "C", "Cl", "Cl", "Cl", "H", "C", "Cl", "Cl", "Cl", "H", "C", "Cl", "Cl", "Cl", "H", "C", "Cl", "Cl", "Cl", "H", "C", "Cl", "Cl", "Cl", "H", "C", "Cl", "Cl", "Cl", "H", "C", "Cl", "Cl", "Cl", "H", "C", "Cl", "Cl", "Cl", "H"],
  "positions_angstrom": [[0.04, -3.95, 3.24], [-0.17, -3.30, 1.76], [0.41, -1.80, 1.59], [1.66, -1.19, 3.33], [1.10, -1.48, 0.15], [2.16, -2.50, -0.52], [2.91, -3.52, 0.49], [4.19, -3.89, -0.17], [3.96, -4.82, -1.26], [4.40, -4.25, -2.72], [3.26, -3.83, -3.54], [5.01, -5.37, -3.45], [5.42, -3.23, -2.68], [2.26, -0.05, 0.64], [0.84, 1.13, 0.39], [1.01, 2.46, 1.27], [0.27, 2.39, 2.56], [-1.04, 2.12, 2.34], [-1.37, 1.07, 2.81], [-0.12, 0.72, -0.47], [-1.53, 1.76, -0.88], [-1.19, 3.30, -0.86], [0.21, -0.68, -0.99], [0.78, -0.63, -2.51], [1.95, 0.47, -2.76], [1.68, 2.06, -2.84], [2.92, 3.05, -3.15], [4.42, 2.51, -3.38], [4.69, 0.94, -3.27], [6.15, 0.24, -3.44], [3.45, 0.01, -2.99], [-1.29, -1.90, -1.18], [-2.61, -1.19, -2.34], [-0.78, -3.37, -1.97], [-0.54, -4.97, 3.33], [-0.44, -3.27, 4.06], [1.15, -4.20, 3.48], [-1.33, -3.27, 1.61], [0.22, -4.04, 0.95], [-0.51, -1.08, 1.67], [1.74, -3.14, -1.39], [3.00, -1.84, -1.00], [2.31, -4.52, 0.62], [3.21, -3.08, 1.51], [2.89, -5.23, -1.35], [4.64, -5.75, -1.06], [0.81, 3.45, 0.71], [2.13, 2.50, 1.59], [-2.60, 1.57, 0.09], [-1.99, 1.49, -2.24], [-0.12, -0.28, -3.18], [1.05, -1.69, -2.92], [0.60, 2.49, -2.72], [2.81, 4.22, -3.26], [5.32, 3.19, -3.61], [6.21, -0.50, -4.33], [7.02, 1.00, -3.45], [6.30, -0.41, -2.47], [3.65, -1.14, -2.95], [-2.22, -0.86, -3.38], [-3.24, -0.35, -1.82], [-3.37, -2.06, -2.54], [-0.69, -3.19, -2.96], [2.34, 6.14, -0.39], [3.70, 7.27, -0.42], [2.50, 4.92, -1.68], [2.22, 5.37, 1.20], [1.42, 6.71, -0.57], [-4.13, 4.24, 0.84], [-4.76, 3.27, 2.18], [-3.04, 3.26, -0.18], [-5.45, 4.90, -0.14], [-3.56, 5.07, 1.25], [-3.57, -5.97, 1.06], [-2.23, -6.62, 0.10], [-3.38, -6.42, 2.76], [-3.65, -4.21, 0.89], [-4.50, -6.40, 0.69], [-2.69, 1.54, -6.12], [-3.62, 0.22, -5.38], [-1.43, 2.11, -5.01], [-1.97, 1.02, -7.65], [-3.37, 2.37, -6.32], [-3.41, 6.10, 4.97], [-4.59, 5.53, 6.17], [-2.44, 4.76, 4.36], [-4.24, 6.93, 3.64], [-2.75, 6.82, 5.46], [0.57, 7.73, 6.22], [0.90, 6.05, 5.80], [0.81, 8.78, 4.81], [-1.07, 7.91, 6.86], [1.28, 8.04, 7.00], [0.25, -6.30, -3.15], [0.95, -5.83, -4.70], [-0.91, -7.62, -3.36], [1.52, -6.75, -2.00], [-0.29, -5.44, -2.74], [5.51, 5.50, 4.01], [5.82, 3.81, 3.60], [5.76, 6.54, 2.60], [3.86, 5.69, 4.65], [6.21, 5.80, 4.79], [3.53, 0.07, 7.09], [4.52, -0.88, 8.21], [3.81, 1.80, 7.32], [3.87, -0.39, 5.41], [2.48, -0.14, 7.29], [-2.70, -8.72, 6.38], [-2.54, -7.04, 5.85], [-4.20, -9.42, 5.75], [-1.30, -9.67, 5.87], [-2.75, -8.73, 7.47], [-7.61, 0.44, -4.44], [-6.59, 1.84, -4.83], [-8.31, -0.24, -5.92], [-6.68, -0.78, -3.57], [-8.42, 0.78, -3.80], [1.08, -3.20, -8.16], [0.41, -4.03, -9.57], [-0.19, -2.30, -7.31], [1.87, -4.35, -7.08], [1.83, -2.49, -8.51], [-7.84, 5.25, 2.82], [-8.41, 3.57, 2.86], [-8.84, 6.22, 1.73], [-7.83, 5.94, 4.45], [-6.81, 5.25, 2.44]],
  "mulliken_charge": [-1.3082, 0.9555, -0.6587, 0.2769, 0.5423, -0.0159, -0.2215, -0.4982, 0.1260, 0.8770, -0.1416, -0.3017, -0.2426, -0.1674, 0.8808, -0.7552, -0.1200, 0.2766, -0.3005, 1.4578, 0.3388, -0.4921, -1.2070, 0.0005, -0.3758, -0.1631, -0.7019, -0.8082, 0.2491, -0.8910, -0.1448, 0.0534, -0.5913, -0.3603, 0.2791, 0.3355, 0.3117, -0.2923, 0.0165, 0.2642, 0.0381, -0.0598, 0.3216, 0.0157, -0.6118, 0.4815, -0.0623, 0.7136, 0.1460, 0.0560, 0.1120, 0.4084, 0.2553, 0.2830, 0.3246, 0.2630, 0.3274, 0.2090, 0.2077, 0.0711, 0.3919, 0.3588, 0.3054, -0.1054, -0.1291, -0.0427, 0.0130, 0.3409, -0.0294, -0.1322, -0.0549, -0.1350, 0.1841, -0.2234, -0.0758, -0.0444, -0.0994, 0.4197, -0.1646, -0.0270, -0.0140, -0.0950, 0.3593, 0.6019, -0.1070, -0.0464, -0.1217, -0.3126, -0.0365, -0.0878, -0.1140, -0.1429, 0.3624, 0.9028, -0.0787, -0.1155, -0.1416, -0.5006, -0.1387, -0.1021, -0.0886, -0.0157, 0.3664, 0.0625, -0.1196, -0.0919, -0.1397, 0.2359, 0.0062, -0.0959, -0.1138, -0.1195, 0.3319, -0.0404, -0.1066, -0.1085, -0.0992, 0.3520, -0.0291, -0.1151, -0.0786, -0.0785, 0.3056, 0.7483, -0.1278, -0.1316, -0.1116, -0.4011],
  "largest_force_ev_per_a": 10.77,
  "e_homo_ev": -10.72,
  "total_charge": 1,
  "multiplicity": 1,
  "orbital_gap_ev": 6.5
}

Lowest unoccupied orbital energy / Ha: 0.0103; 0.0317; 0.0260; -0.1564